Record 1
Molecular formula: C4H5NO
Method: DFT, ωB97M-V/def2-TZVPD

```
11
Properties=species:S:1:pos:R:3
O 1.4615 -0.4687 0.8106
N -1.7114 2.8244 0.3460
C -1.1754 1.8828 -0.0641
C 0.6794 -1.3288 -0.0281
C -0.5252 0.7052 -0.5415
C -0.5145 -0.4485 0.1578
H 1.0795 -1.3825 -1.0520
H -0.0926 0.7331 -1.5378
H -1.0446 -0.5817 1.0977
H 1.2106 0.4056 0.4189
H 0.6326 -2.3410 0.3923
```

Results
charge = 0
SMILES = N#C/C=C/CO
HOMO = -9.98 eV
relative energy (zero: lowest compared OMol25 entry of this formula, charge and spin) = 50.1 kcal/mol
2S+1 = 1



Record 2
Molecular formula: C4H5NO
Method: DFT, ωB97M-V/def2-TZVPD

```
11
Properties=species:S:1:pos:R:3
O 1.5701 -0.3772 -1.0707
N 1.8394 0.7986 -0.3957
C 0.4062 -0.9618 -0.4891
C -0.2175 0.1333 0.2985
C 0.8990 1.0732 0.4398
C -1.5432 0.1490 0.4466
H -2.1083 -0.4508 -0.2632
H -2.1171 0.6920 1.1820
H 0.9406 2.0270 0.9563
H -0.3375 -1.3450 -1.1930
H 0.7232 -1.7922 0.1598
```

Results
charge = 0
SMILES = C=C1C=NOC1
HOMO = -9.03 eV
relative energy (zero: lowest compared OMol25 entry of this formula, charge and spin) = 67.2 kcal/mol
2S+1 = 1



Record 3
Molecular formula: C4H5NO
Method: DFT, ωB97M-V/def2-TZVPD

```
11
Properties=species:S:1:pos:R:3
O -0.6264 -0.1891 1.0542
N -1.0558 0.5125 -1.0661
C 1.5282 0.0368 -0.0558
C 1.3723 0.8591 -1.0693
C -1.3431 0.5012 0.1704
C 0.4830 -0.8962 0.4903
H -1.6993 1.0934 -1.5975
H 0.1214 -1.5337 -0.3208
H -2.1590 1.0330 0.6657
H 0.8692 -1.5023 1.3073
H 2.5096 0.0853 0.4215
```

Results
charge = 0
HOMO = -9.88 eV
relative energy (zero: lowest compared OMol25 entry of this formula, charge and spin) = 96.8 kcal/mol
2S+1 = 1



Record 4
Molecular formula: C4H5NO
Method: DFT, ωB97M-V/def2-TZVPD

```
11
Properties=species:S:1:pos:R:3
O 2.0131 -1.7188 0.3102
N 2.4556 0.3967 -0.3811
C -2.4320 0.1395 0.1967
C 0.2050 -0.2391 0.0562
C -0.9845 -0.0477 0.1166
C 1.6230 -0.6042 0.0170
H -2.7118 1.1888 0.0634
H 2.1226 1.3270 -0.5713
H -2.8046 -0.1976 1.1690
H -2.9320 -0.4503 -0.5782
H 3.4456 0.2056 -0.3985
```

Results
charge = 0
SMILES = CC#CC(N)=O
HOMO = -9.92 eV
relative energy (zero: lowest compared OMol25 entry of this formula, charge and spin) = 26.4 kcal/mol
2S+1 = 1



What did the fourth record say?
Molecular formula: C4H5NO
Method: DFT, ωB97M-V/def2-TZVPD

```
11
Properties=species:S:1:pos:R:3
O 2.0131 -1.7188 0.3102
N 2.4556 0.3967 -0.3811
C -2.4320 0.1395 0.1967
C 0.2050 -0.2391 0.0562
C -0.9845 -0.0477 0.1166
C 1.6230 -0.6042 0.0170
H -2.7118 1.1888 0.0634
H 2.1226 1.3270 -0.5713
H -2.8046 -0.1976 1.1690
H -2.9320 -0.4503 -0.5782
H 3.4456 0.2056 -0.3985
```

Results
charge = 0
SMILES = CC#CC(N)=O
HOMO = -9.92 eV
relative energy (zero: lowest compared OMol25 entry of this formula, charge and spin) = 26.4 kcal/mol
2S+1 = 1